The following is a DFT calculation (ωB97M-V/def2-TZVPD) of a single C4H6N2O molecule.

Cartesian coordinates (Å):
1 N 1.37373 1.84419 -0.29440
2 C 0.61280 0.69433 0.01519
3 C 0.66335 -0.23810 1.01131
4 C -0.40575 -1.17557 0.78943
5 C -1.04544 -0.76440 -0.34573
6 O -2.09847 -1.24458 -1.05840
7 N -0.43572 0.36129 -0.82484
8 H 2.07848 1.63884 -0.99767
9 H 1.85352 2.18425 0.53031
10 H 1.39573 -0.27419 1.80777
11 H -0.63907 -2.05125 1.38111
12 H -2.46351 -1.99817 -0.58053
13 H -0.88964 1.02333 -1.43354

Computed properties:
SMILES string = Nc1ccc(O)[nH]1
Energy above the lowest of the compared OMol25 structures with the same formula, charge and spin = 85.24 kJ/mol
Lowest unoccupied orbital energy = 0.88 eV

These are the Mulliken partial charges, in e, on atoms 1 to 6: atom 1 (N): -0.552, atom 2 (C): 0.129, atom 3 (C): -0.592, atom 4 (C): -0.476, atom 5 (C): 0.241, atom 6 (O): -0.514


The following is a DFT calculation (ωB97M-V/def2-TZVPD) of a gas-phase ion, C4H5O4 (charge -1) at a distorted geometry.

Cartesian coordinates (Å):
1 O 1.23040 2.62426 -1.18386
2 C 1.17508 1.93494 -0.15685
3 O 1.87776 1.98042 0.87537
4 C -0.07002 0.87823 -0.02524
5 C 0.48474 -0.54218 0.16178
6 C -0.67106 -1.52887 0.10384
7 O -1.85302 -1.32717 -0.55321
8 O -0.58225 -2.59936 0.68547
9 H -0.75158 1.01286 -0.84122
10 H -0.43383 1.16700 0.95596
11 H 1.10573 -0.78131 -0.70315
12 H 0.97247 -0.77860 1.10152
13 H -2.48443 -2.04021 -0.42042

Computed properties:
SMILES string = O=C([O-])CCC(=O)O
Net charge = -1
Energy above the lowest of the compared OMol25 structures with the same formula, charge and spin = 50.02 kJ/mol
Lowest unoccupied orbital energy = 3.14 eV

These are the Mulliken partial charges, in e, on atoms 1 to 6: atom 1 (O): -0.725, atom 2 (C): 0.474, atom 3 (O): -0.728, atom 4 (C): -0.514, atom 5 (C): -0.262, atom 6 (C): 0.515


The following is a DFT calculation (ωB97M-V/def2-TZVPD) of a molecular structure, C19H28NO2P2Pd at a distorted geometry.

Cartesian coordinates (Å):
1 Pd -0.43781 -0.37591 0.11769
2 P 0.18696 1.02987 -1.64158
3 C -0.97165 0.27189 -2.88413
4 C -0.98107 -1.22670 -2.76255
5 N -0.87147 -1.73912 -1.52770
6 C -0.88896 -3.04753 -1.25359
7 C -0.93649 -3.95954 -2.31216
8 C -0.99460 -3.47786 -3.61862
9 C -1.07412 -2.09928 -3.85626
10 C -0.79937 -3.48496 0.20175
11 P -1.30565 -2.12383 1.32683
12 H -1.17777 -1.66521 -4.85642
13 H -0.92136 -5.02376 -2.09077
14 H -0.99502 -4.16492 -4.46971
15 H -1.42481 -4.37349 0.36373
16 H 0.24703 -3.73209 0.45860
17 H -2.02168 0.64514 -2.62352
18 H -0.75848 0.58750 -3.91724
19 H -3.32308 0.95210 -0.74213
20 O -3.35245 0.93520 -1.77189
21 H -4.26277 0.99394 -2.09966
22 H -2.04215 0.68513 0.79430
23 O -3.03858 0.87986 0.77475
24 H -3.15155 1.61936 1.40787
25 C -3.08388 -2.34192 1.57990
26 H -3.30223 -3.31499 2.04329
27 H -3.44047 -1.53555 2.23270
28 H -3.61597 -2.25791 0.62151
29 C -0.38445 -2.28451 2.85783
30 H -0.51508 -1.34492 3.41322
31 H -0.73759 -3.12230 3.46947
32 H 0.68402 -2.41064 2.63307
33 C 1.76073 0.49352 -2.32698
34 H 1.97419 1.02757 -3.25272
35 H 2.50577 0.73887 -1.57601
36 H 1.75960 -0.58057 -2.51204
37 C -0.04053 2.77985 -1.96323
38 H 0.43183 3.29493 -1.12621
39 H 0.45383 3.06812 -2.89881
40 H -1.10410 3.04258 -2.01576
41 C 0.66307 1.20746 0.52248
42 C 1.43461 1.67428 1.40936
43 C 2.42959 2.30134 2.22142
44 C 2.58952 2.08106 3.61943
45 C 3.57479 2.75803 4.33884
46 C 4.44278 3.64426 3.69077
47 C 4.32133 3.85461 2.31669
48 C 3.34334 3.18450 1.59132
49 H 1.94929 1.35547 4.12238
50 H 3.68549 2.58306 5.40898
51 H 5.23043 4.15119 4.24012
52 H 5.00763 4.53075 1.81109
53 H 3.27935 3.31610 0.51029

Computed properties:
Net charge = +1
Lowest unoccupied orbital energy (alpha / beta) = -2.51 / -4.58 eV
Spin multiplicity = 3

These are the Mulliken partial charges, in e, on atoms 1 to 6: atom 1 (Pd): -0.647, atom 2 (P): 1.657, atom 3 (C): -1.351, atom 4 (C): 0.808, atom 5 (N): 0.139, atom 6 (C): 0.497


The following is a DFT calculation (ωB97M-V/def2-TZVPD) of 2 unconnected molecules or ions with the total composition C3H2Br2ClF at a distorted geometry.

Cartesian coordinates (Å):
1 C 0.31603 -1.46660 0.23866
2 C -1.66161 -2.19610 -0.90452
3 C 0.50283 -0.07799 -0.04925
4 F -1.99387 -3.45591 -0.41151
5 Cl -2.97355 -1.18157 -0.70323
6 Br 1.60026 -2.78026 0.21160
7 Br 2.37606 0.40357 -0.74747
8 H -0.27585 0.08543 -0.78380
9 H 0.30472 0.68000 0.86063

Computed properties:
Energy above the lowest of the compared OMol25 structures with the same formula, charge and spin = 257.35 kJ/mol
Lowest unoccupied orbital energy (alpha / beta) = -0.49 / -2.10 eV
Spin multiplicity = 3

These are the Mulliken partial charges, in e, on atoms 1 to 6: atom 1 (C): -0.145, atom 2 (C): 0.140, atom 3 (C): -0.244, atom 4 (F): -0.147, atom 5 (Cl): -0.039, atom 6 (Br): 0.003


The following is a DFT calculation (ωB97M-V/def2-TZVPD) of a molecular structure, C27H43N3O6OsSi2 at a distorted geometry.

Cartesian coordinates (Å):
1 Os -0.63020 -0.09754 -0.48899
2 C 4.62548 1.20028 -0.36344
3 N 3.54987 0.22989 -0.14101
4 C 3.95461 -1.16787 0.03088
5 C 2.28041 0.57276 -0.13800
6 O 1.37187 -0.27510 0.07071
7 C 1.89804 2.02189 -0.40754
8 O 0.53213 2.22988 -0.12169
9 C 0.22016 2.80527 1.13155
10 C -0.72087 1.88618 1.89542
11 O -1.14950 0.85017 1.32732
12 N -1.06827 2.19650 3.12445
13 C -0.67829 3.43497 3.79470
14 C -1.92670 1.30816 3.90740
15 H 5.56789 0.71401 -0.13055
16 H 4.65154 1.52696 -1.40287
17 H 4.52789 2.06217 0.29333
18 H 4.51221 -1.27130 0.96085
19 H 3.07675 -1.80293 0.06005
20 H 4.59595 -1.45503 -0.80092
21 H 2.52887 2.70447 0.16421
22 H 2.05659 2.24046 -1.46725
23 H 1.11858 2.98076 1.72833
24 H -0.26728 3.76884 0.96022
25 H -0.24407 4.15018 3.10412
26 H -1.56785 3.88633 4.23086
27 H 0.03468 3.21896 4.59007
28 H -1.83667 0.29273 3.54099
29 H -1.60400 1.35196 4.94571
30 H -2.96532 1.63354 3.84069
31 C -4.48275 -3.41277 -0.47989
32 Si -3.71312 -1.74340 -0.86184
33 C -3.81754 -1.53055 -2.72913
34 C -4.65634 -0.45221 0.11469
35 C -1.85065 -1.82506 -0.37142
36 C -1.05669 -2.53587 -1.40708
37 C -1.09698 -3.77176 -2.03918
38 C -0.15773 -4.02219 -3.02599
39 C 0.78986 -3.05763 -3.37124
40 C 0.77372 -1.84543 -2.71419
41 N -0.13297 -1.62525 -1.76192
42 Si -1.54053 -2.63014 1.36992
43 C -2.80445 -2.03437 2.61159
44 C -1.62944 -4.48889 1.19800
45 C 0.19939 -2.26322 1.98942
46 H -5.52099 -3.37126 -0.81968
47 H -4.50837 -3.64808 0.58362
48 H -4.01852 -4.24424 -1.00826
49 H -4.69559 -0.94340 -3.00336
50 H -3.92623 -2.50565 -3.20791
51 H -2.94817 -1.05139 -3.18013
52 H -5.44644 -0.03984 -0.51660
53 H -4.04083 0.37701 0.45876
54 H -5.14369 -0.90687 0.97729
55 H -1.83381 -4.51019 -1.76557
56 H -0.16042 -4.97336 -3.54100
57 H 1.51628 -3.24551 -4.14773
58 H 1.45927 -1.04038 -2.94471
59 H -3.74771 -2.56918 2.49549
60 H -3.02024 -0.97144 2.52046
61 H -2.44651 -2.23435 3.62342
62 H -2.57288 -4.83049 0.77540
63 H -1.54415 -4.92472 2.19580
64 H -0.81306 -4.88972 0.59735
65 H 0.48540 -1.22083 2.10699
66 H 0.94712 -2.74669 1.35593
67 H 0.28054 -2.71806 2.98087
68 O -0.33445 2.65965 -4.20395
69 C -1.63267 2.91864 -3.98353
70 C -2.24355 3.86145 -4.81006
71 C -3.57351 4.17012 -4.63265
72 C -4.34161 3.55809 -3.63372
73 C -3.75346 2.63105 -2.81297
74 C -2.39190 2.30073 -2.97014
75 C -1.82540 1.33123 -2.07854
76 O -0.57913 0.92767 -2.13511
77 O -2.42434 0.75603 -1.12370
78 H -0.03840 1.93602 -3.63494
79 H -1.65381 4.32683 -5.58698
80 H -4.03455 4.89913 -5.28543
81 H -5.38475 3.81344 -3.51826
82 H -4.31808 2.13279 -2.03604

Computed properties:
Net charge = +2
Energy above the lowest of the compared OMol25 structures with the same formula, charge and spin = 9.51 kJ/mol
Lowest unoccupied orbital energy = -5.97 eV

These are the Mulliken partial charges, in e, on atoms 1 to 6: atom 1 (Os): 1.740, atom 2 (C): -0.963, atom 3 (N): 0.127, atom 4 (C): -0.936, atom 5 (C): 0.799, atom 6 (O): -1.045


The following is a DFT calculation (ωB97M-V/def2-TZVPD) of 3 unconnected molecules or ions with the total composition C4H13NO3 at a distorted geometry.

Cartesian coordinates (Å):
1 C -0.44776 0.91083 -1.54426
2 N -0.16590 0.19520 -0.41543
3 C 0.32224 -2.20713 -1.05634
4 C -0.41944 -1.21044 -0.12482
5 C -1.92571 -1.55436 -0.20290
6 O -1.29802 0.57812 -2.33881
7 H 0.13559 1.83619 -1.61003
8 H 0.45976 0.53551 0.29716
9 H -0.24253 -2.27566 -2.00453
10 H 0.38932 -3.14691 -0.52133
11 H 1.23993 -1.76083 -1.40735
12 H -0.06425 -1.36261 0.88359
13 H -2.58564 -0.93871 0.39830
14 H -2.17923 -1.53289 -1.28071
15 H -2.26605 -2.58080 0.09074
16 H 1.42941 2.73731 0.43741
17 H 0.65771 3.85636 0.98405
18 O 1.09349 3.59413 0.17264
19 H 2.76977 1.44270 3.13339
20 H 1.20807 1.71663 3.25703
21 O 1.88923 1.16737 2.85219

Computed properties:
SMILES string = CC(C)NC=O.O.O
Energy above the lowest of the compared OMol25 structures with the same formula, charge and spin = 121.85 kJ/mol
Lowest unoccupied orbital energy = 0.10 eV

These are the Mulliken partial charges, in e, on atoms 1 to 6: atom 1 (C): 0.061, atom 2 (N): -0.058, atom 3 (C): -1.312, atom 4 (C): 0.283, atom 5 (C): -1.275, atom 6 (O): -0.541